Entry 1:
{"formula": "C38H41ClN5O4P2Re", "method": "wB97M-V/def2-TZVPD", "max_force_ev_per_a": 1.506, "spin_multiplicity": 2, "energy_ev": -88923.4065, "de_lowest_kcal_mol": 0.00, "s_squared": 0.79, "total_charge": 3, "orbital_gap_ev": [6.077, 6.455], "symbols": ["Re", "N", "C", "C", "C", "C", "N", "C", "N", "N", "C", "O", "O", "H", "H", "H", "H", "H", "H", "H", "H", "H", "H", "H", "H", "H", "H", "Cl", "C", "C", "C", "C", "O", "C", "C", "O", "C", "H", "H", "H", "H", "C", "N", "P", "C", "C", "C", "C", "C", "C", "C", "C", "C", "C", "C", "C", "P", "C", "C", "C", "C", "C", "C", "C", "C", "C", "C", "C", "C", "H", "H", "H", "H", "H", "H", "H", "H", "H", "H", "H", "H", "H", "H", "H", "H", "H", "H", "H", "H", "H", "H", "H"], "coordinates": [[0.805, -0.081, 0.375], [0.227, 1.320, 2.070], [-0.626, 0.527, 2.992], [-1.418, 1.325, 4.015], [-2.509, 2.236, 3.426], [-3.777, 2.243, 4.270], [-4.382, 0.910, 4.262], [-5.474, 0.581, 4.944], [-5.989, -0.643, 4.821], [-6.068, 1.468, 5.736], [-1.526, -0.339, 2.116], [-2.594, -0.749, 2.486], [-1.006, -0.628, 0.925], [1.045, 1.674, 2.564], [-0.280, 2.144, 1.753], [0.042, -0.168, 3.509], [-0.728, 1.906, 4.630], [-1.863, 0.588, 4.686], [-2.785, 1.926, 2.412], [-2.158, 3.265, 3.355], [-4.484, 2.971, 3.867], [-3.527, 2.532, 5.296], [-3.919, 0.194, 3.713], [-5.598, -1.306, 4.173], [-6.752, -0.953, 5.398], [-5.659, 2.367, 5.920], [-6.926, 1.247, 6.214], [7.760, -2.110, 1.864], [6.080, -1.801, 1.725], [5.164, -2.673, 2.366], [3.812, -2.483, 2.277], [3.305, -1.401, 1.541], [2.006, -1.229, 1.449], [4.221, -0.518, 0.904], [3.755, 0.540, 0.125], [2.522, 0.756, -0.126], [5.618, -0.740, 1.012], [5.560, -3.506, 2.934], [3.117, -3.155, 2.763], [4.456, 1.237, -0.331], [6.305, -0.065, 0.516], [-0.447, -0.491, -3.926], [0.048, -0.290, -2.556], [-0.075, 1.083, -1.580], [0.944, 2.419, -2.201], [1.270, 2.516, -3.552], [2.027, 3.588, -4.002], [2.450, 4.565, -3.111], [2.126, 4.472, -1.762], [1.381, 3.397, -1.306], [-1.789, 1.609, -1.647], [-2.135, 2.945, -1.842], [-3.475, 3.300, -1.911], [-4.459, 2.328, -1.794], [-4.114, 0.995, -1.596], [-2.781, 0.632, -1.517], [0.725, -1.470, -1.566], [-0.178, -2.990, -1.777], [-1.344, -3.211, -1.037], [-2.106, -4.341, -1.285], [-1.716, -5.240, -2.271], [-0.562, -5.018, -3.011], [0.211, -3.894, -2.770], [2.446, -1.776, -1.997], [3.159, -0.865, -2.773], [4.516, -1.059, -2.985], [5.165, -2.149, -2.412], [4.458, -3.051, -1.626], [3.099, -2.867, -1.412], [0.377, -0.544, -4.637], [-1.107, 0.332, -4.195], [-1.021, -1.417, -3.975], [0.935, 1.769, -4.259], [2.278, 3.666, -5.051], [3.033, 5.404, -3.467], [2.457, 5.236, -1.071], [1.140, 3.321, -0.251], [-1.370, 3.701, -1.968], [-3.748, 4.333, -2.081], [-5.502, 2.607, -1.873], [-4.883, 0.239, -1.519], [-2.515, -0.409, -1.368], [-1.642, -2.515, -0.264], [-3.003, -4.524, -0.709], [-2.314, -6.122, -2.461], [-0.266, -5.719, -3.780], [1.107, -3.723, -3.354], [2.657, -0.013, -3.219], [5.065, -0.371, -3.616], [6.221, -2.304, -2.592], [4.961, -3.907, -1.194], [2.544, -3.582, -0.815]]}

Entry 2:
{"formula": "C38H41N3O3Si", "method": "wB97M-V/def2-TZVPD", "max_force_ev_per_a": 3.767, "energy_ev": -58555.6299, "orbital_gap_ev": 5.361, "symbols": ["C", "Si", "C", "C", "O", "C", "C", "C", "C", "C", "C", "C", "C", "C", "C", "C", "C", "C", "C", "C", "C", "C", "N", "C", "C", "C", "C", "C", "C", "C", "C", "C", "H", "H", "H", "H", "H", "H", "H", "H", "H", "H", "H", "H", "H", "H", "H", "H", "H", "H", "H", "H", "H", "H", "H", "H", "H", "H", "H", "H", "H", "H", "H", "H", "H", "H", "C", "C", "C", "N", "C", "C", "C", "C", "N", "O", "O", "C", "C", "H", "H", "H", "H", "H", "H", "H"], "coordinates": [[4.609, 3.575, 1.705], [4.534, 1.917, 2.546], [6.081, 0.921, 2.260], [4.192, 2.112, 4.369], [3.326, 1.034, 1.818], [1.918, 0.878, 1.858], [1.539, -0.208, 2.893], [2.484, -1.121, 3.367], [2.092, -2.136, 4.247], [0.752, -2.263, 4.618], [-0.194, -1.348, 4.149], [0.208, -0.299, 3.316], [1.270, 2.242, 2.156], [0.944, 2.585, 3.469], [0.416, 3.851, 3.748], [0.282, 4.789, 2.722], [0.703, 4.472, 1.430], [1.222, 3.205, 1.146], [1.562, 0.294, 0.444], [2.213, -1.084, 0.229], [1.139, -2.141, 0.435], [-0.219, -1.414, 0.408], [0.128, 0.019, 0.239], [-0.696, 0.936, -0.319], [-1.987, 0.720, -0.807], [-2.639, -0.313, -1.535], [-3.816, -0.903, -0.903], [-4.784, -1.735, -1.539], [-5.960, -2.071, -0.877], [-6.225, -1.599, 0.416], [-5.263, -0.834, 1.071], [-4.050, -0.567, 0.455], [5.490, 4.126, 2.064], [4.696, 3.451, 0.617], [3.716, 4.177, 1.913], [6.963, 1.467, 2.622], [6.034, -0.039, 2.791], [6.222, 0.715, 1.191], [5.133, 2.376, 4.874], [3.465, 2.910, 4.567], [3.814, 1.182, 4.813], [3.529, -1.042, 3.050], [2.848, -2.832, 4.619], [0.442, -3.079, 5.275], [-1.248, -1.433, 4.427], [-0.512, 0.462, 2.998], [1.112, 1.864, 4.276], [0.122, 4.079, 4.769], [-0.140, 5.770, 2.937], [0.636, 5.205, 0.624], [1.604, 2.972, 0.151], [1.904, 1.009, -0.323], [2.527, -1.099, -0.819], [3.094, -1.218, 0.856], [1.176, -2.900, -0.354], [1.249, -2.664, 1.389], [-0.895, -1.805, -0.363], [-0.758, -1.528, 1.361], [-0.297, 1.951, -0.395], [-2.671, 1.538, -0.514], [-2.661, -0.190, -2.692], [-4.622, -2.088, -2.567], [-6.682, -2.736, -1.354], [-7.146, -1.878, 0.927], [-5.426, -0.464, 2.080], [-3.305, -0.011, 1.018], [-0.333, -0.796, -2.939], [-1.796, -1.241, -3.078], [-1.980, -2.554, -2.458], [-2.054, -3.612, -1.969], [-2.064, -1.347, -4.582], [-1.214, -0.671, -5.495], [-1.283, -0.925, -6.854], [-2.296, -1.768, -7.342], [-2.416, -1.919, -8.748], [-3.324, -2.642, -9.219], [-1.583, -1.302, -9.460], [-3.180, -2.417, -6.455], [-3.074, -2.187, -5.081], [-0.202, 0.255, -3.210], [-0.017, -0.905, -1.905], [0.273, -1.445, -3.589], [-0.408, 0.005, -5.177], [-0.583, -0.472, -7.547], [-3.911, -3.108, -6.859], [-3.750, -2.713, -4.395]]}

Entry 3:
{"formula": "C38H41N3O6", "method": "wB97M-V/def2-TZVPD", "max_force_ev_per_a": 3.675, "energy_ev": -56826.1133, "smiles": "COc1ccc(CC2([C@H](/C=C/N3[C@H](Cc4c[nH]c5ccccc45)C(=O)N(C)C3(C)C)c3ccccc3)C(=O)OC(C)(C)OC2=O)cc1", "de_lowest_kcal_mol": 0.00, "orbital_gap_ev": 8.188, "symbols": ["C", "O", "C", "C", "C", "C", "C", "C", "C", "C", "C", "N", "C", "C", "C", "C", "N", "C", "C", "C", "C", "C", "C", "C", "O", "N", "C", "C", "C", "C", "C", "C", "C", "C", "C", "C", "C", "O", "O", "C", "C", "C", "O", "C", "O", "C", "C", "H", "H", "H", "H", "H", "H", "H", "H", "H", "H", "H", "H", "H", "H", "H", "H", "H", "H", "H", "H", "H", "H", "H", "H", "H", "H", "H", "H", "H", "H", "H", "H", "H", "H", "H", "H", "H", "H", "H", "H", "H"], "coordinates": [[3.684, 4.850, -1.380], [3.670, 3.782, -2.337], [2.959, 2.678, -2.010], [2.830, 1.706, -3.034], [2.024, 0.603, -2.819], [1.357, 0.412, -1.580], [0.353, -0.718, -1.394], [0.673, -2.031, -0.618], [-0.367, -3.278, -0.164], [-0.359, -4.651, -0.722], [0.428, -5.640, -0.208], [0.408, -6.948, -0.588], [1.135, -8.001, 0.122], [2.599, -7.641, 0.398], [3.386, -8.792, 0.931], [3.249, -9.423, 2.151], [4.144, -10.465, 2.217], [4.892, -10.527, 1.046], [5.847, -11.441, 0.623], [6.361, -11.306, -0.673], [5.918, -10.262, -1.514], [4.948, -9.344, -1.087], [4.428, -9.477, 0.201], [0.936, -9.212, -0.804], [1.456, -10.326, -0.724], [0.032, -8.836, -1.766], [-0.464, -9.777, -2.752], [-0.402, -7.436, -1.724], [-0.024, -6.747, -3.053], [-1.909, -7.357, -1.411], [-1.600, -2.454, -0.475], [-1.909, -1.411, 0.405], [-2.896, -0.503, 0.039], [-3.640, -0.707, -1.130], [-3.289, -1.739, -2.004], [-2.163, -2.540, -1.754], [1.257, -1.593, 0.756], [0.891, -0.661, 1.434], [2.156, -2.501, 1.305], [3.158, -2.959, 0.356], [3.901, -1.744, -0.192], [4.017, -3.982, 1.067], [2.500, -3.649, -0.764], [1.652, -2.835, -1.489], [1.524, -2.965, -2.679], [1.564, 1.360, -0.561], [2.365, 2.476, -0.742], [4.279, 5.607, -1.887], [2.669, 5.209, -1.171], [4.157, 4.526, -0.448], [3.399, 1.882, -3.952], [1.972, -0.188, -3.570], [-0.498, -0.287, -0.859], [0.073, -1.012, -2.412], [-0.096, -3.325, 0.920], [-1.057, -4.882, -1.543], [1.095, -5.435, 0.646], [0.651, -8.246, 1.091], [3.075, -7.283, -0.530], [2.597, -6.809, 1.123], [2.557, -9.179, 2.962], [4.256, -11.088, 3.018], [6.162, -12.226, 1.312], [7.113, -12.005, -1.040], [6.339, -10.163, -2.514], [4.571, -8.531, -1.711], [0.025, -10.736, -2.593], [-1.547, -9.899, -2.657], [-0.242, -9.421, -3.761], [0.994, -7.039, -3.353], [-0.730, -7.058, -3.833], [-0.033, -5.660, -2.975], [-2.137, -8.129, -0.664], [-2.171, -6.381, -0.996], [-2.477, -7.546, -2.329], [-1.326, -1.253, 1.329], [-3.053, 0.389, 0.657], [-4.478, -0.049, -1.369], [-3.826, -1.913, -2.939], [-1.721, -3.193, -2.527], [3.210, -1.044, -0.681], [4.413, -1.214, 0.619], [4.654, -2.065, -0.917], [3.392, -4.790, 1.442], [4.751, -4.383, 0.367], [4.527, -3.516, 1.911], [1.153, 1.139, 0.418], [2.552, 3.160, 0.098]]}